1.
Computed, not measured: C8H8O2S2 in the gas phase in a non-equilibrium geometry, with ωB97M-V/def2-TZVPD.

Each line ends with the Löwdin charge.
Cartesian coordinates (Å):
S 1.79 -2.89 0.33  0.718
C 0.64 -1.70 0.59  -0.754
O 0.49 -0.97 1.74  -0.012
C -0.36 0.15 1.40  -0.197
C 0.60 1.23 0.83  -0.102
C 1.30 0.85 -0.49  -0.089
C 0.40 -0.12 -1.29  -0.238
O -0.71 0.66 -1.77  -0.026
C -1.70 0.57 -0.81  -0.750
S -3.23 1.17 -0.96  0.733
C -1.28 -0.40 0.28  -0.188
C -0.25 -1.22 -0.46  -0.249
H -0.93 0.50 2.24  0.155
H -0.02 2.13 0.62  0.128
H 1.31 1.52 1.60  0.121
H 2.26 0.37 -0.23  0.126
H 1.48 1.76 -1.10  0.137
H 0.97 -0.58 -2.10  0.163
H -2.14 -0.97 0.65  0.156
H -0.63 -2.06 -1.05  0.167

The energy above the lowest of the compared OMol25 structures with the same formula, charge and spin comes out at 0.3633 eV. The calculation puts the frontier orbital gap at 8.6 eV. The calculation puts the LUMO energy at -0.38 eV. Its HOMO energy is -8.969 eV. The value obtained for the maximum force is 3.27 eV Å⁻¹.


2.
Computed, not measured: a molecular structure, C6H15ClCrINO2P in a non-equilibrium geometry, with ωB97M-V/def2-TZVPD.

Each line ends with the Löwdin charge.
Cartesian coordinates (Å):
C -0.16 1.10 2.31  -0.012
C -1.23 0.90 1.22  -0.288
H -0.38 2.01 2.89  0.131
H 0.90 1.20 2.03  0.076
H -0.19 0.27 3.03  0.086
O -2.18 1.58 1.28  0.226
I -2.63 -2.11 -1.44  1.049
Cr 0.16 -1.23 0.67  0.234
P 0.80 0.12 -1.14  0.761
C -0.20 0.87 -2.44  -0.204
C 1.77 1.51 -0.50  -0.200
H 2.36 -1.63 -1.18  0.018
H 2.66 -0.48 -2.50  0.083
H 1.35 -1.66 -2.61  0.082
C 1.90 -1.01 -1.94  -0.213
H 2.44 1.16 0.31  0.068
H 2.39 1.92 -1.32  0.090
H 0.46 1.41 -3.13  0.096
H -0.94 1.57 -2.02  0.073
H 1.13 2.32 -0.10  0.076
H -0.75 0.08 -3.00  0.059
C -1.90 -0.31 -0.42  -0.813
O -2.79 0.45 -0.54  -0.063
Cl 1.72 -2.30 1.46  0.277
N -1.44 -1.84 2.08  0.033
H -1.40 -1.43 3.04  0.099
H -1.44 -2.86 2.25  0.110
H -2.38 -1.61 1.72  0.064

The calculation puts the frontier orbital gap (alpha / beta) at 6.6 / 6.9 eV. The calculation puts the LUMO energy (alpha / beta) at -10.21 / -9.75 eV. Its expectation value of S² is 3.98. Its HOMO energy (alpha / beta) is -16.807 / -16.697 eV. The charge is +2. The value obtained for the maximum force is 3.77 eV Å⁻¹. Its spin multiplicity is 4.


3.
Computed, not measured: C6H9Cl in the gas phase in a non-equilibrium geometry, with ωB97M-V/def2-TZVPD.

Each line ends with the Löwdin charge.
Cartesian coordinates (Å):
C 0.63 -1.70 0.76  -0.069
C -0.05 -0.70 0.19  -0.420
C -1.19 -1.25 -0.70  -0.067
C 0.42 0.73 0.15  -0.403
C -0.69 1.87 0.35  -0.072
C 1.61 1.05 -0.33  -0.483
Cl 2.81 -0.22 -0.15  0.604
H 0.50 -2.72 0.47  0.048
H 1.13 -1.26 1.81  0.135
H -0.90 -1.00 -1.69  0.040
H -2.24 -0.62 -0.56  0.126
H -1.02 -2.40 -0.51  0.101
H -1.75 1.31 0.82  0.125
H -0.90 2.02 -0.93  0.149
H -0.40 2.79 0.96  0.064
H 2.04 2.11 -0.65  0.123

The energy above the lowest of the compared OMol25 structures with the same formula, charge and spin comes out at 3.9437 eV. The calculation puts the frontier orbital gap at 9.4 eV. The calculation puts the LUMO energy at 0.85 eV. Its HOMO energy is -8.520 eV. The value obtained for the maximum force is 5.59 eV Å⁻¹.


4.
Computed, not measured: a molecular structure, C43H38FMoN7O3S3, with ωB97M-V/def2-TZVPD.

Each line ends with the Löwdin charge.
Cartesian coordinates (Å):
Mo -0.10 -0.04 -0.18  1.591
N 0.24 4.39 -0.35  0.088
C 0.43 3.06 -0.46  -0.822
S 0.48 2.12 0.99  0.697
N 0.62 2.59 -1.67  0.016
N 0.80 1.24 -1.66  -0.106
C 1.68 0.73 -2.47  -0.184
C 2.51 1.54 -3.38  -0.188
C 3.89 1.56 -3.21  -0.029
C 4.69 2.30 -4.07  -0.074
C 4.11 3.03 -5.10  -0.085
C 2.73 3.01 -5.27  -0.073
C 1.93 2.27 -4.41  -0.025
C 1.80 -0.73 -2.44  -0.202
C 2.62 -1.44 -3.31  0.029
C 2.64 -2.82 -3.22  -0.028
C 1.86 -3.46 -2.28  -0.021
C 1.06 -2.69 -1.45  -0.082
N 1.04 -1.36 -1.53  -0.029
H 0.20 4.80 0.56  0.084
H 0.44 4.97 -1.15  0.101
H 4.34 0.99 -2.40  0.129
H 5.76 2.32 -3.92  0.105
H 4.73 3.61 -5.77  0.103
H 2.27 3.58 -6.07  0.104
H 0.85 2.28 -4.52  0.116
H 3.22 -0.92 -4.04  0.121
H 3.27 -3.40 -3.89  0.115
H 1.84 -4.54 -2.18  0.113
H 0.40 -3.13 -0.71  0.119
C 4.00 -4.52 4.54  -0.046
C 2.50 -4.70 4.66  -0.301
C 2.03 -4.62 6.11  -0.143
C 0.57 -5.01 6.19  -0.129
C -0.25 -4.26 5.17  -0.129
C -1.62 -4.14 5.34  0.061
C -2.37 -3.38 4.45  -0.249
F -3.69 -3.28 4.68  0.077
C -1.81 -2.72 3.40  0.030
C -0.43 -2.85 3.20  -0.042
C 0.20 -2.12 2.10  -0.286
O -0.54 -1.53 1.26  -0.209
C 1.61 -2.16 2.05  -0.021
C 2.29 -2.98 2.91  0.045
N 1.72 -3.72 3.87  0.037
C 0.35 -3.62 4.08  -0.059
C 2.43 -1.34 1.11  -0.586
O 3.61 -1.62 0.93  0.060
O 1.83 -0.34 0.56  -0.241
H 4.48 -5.26 5.18  0.089
H 4.31 -3.53 4.88  0.101
H 4.37 -4.67 3.53  0.086
H 2.23 -5.69 4.27  0.161
H 2.18 -3.60 6.47  0.138
H 2.64 -5.28 6.71  0.122
H 0.17 -4.81 7.19  0.123
H 0.47 -6.09 6.03  0.128
H -2.11 -4.61 6.18  0.136
H -2.39 -2.08 2.76  0.082
H 3.36 -3.04 2.78  0.130
S -1.75 0.61 2.99  0.558
C -2.52 0.95 1.55  -1.173
N -2.04 0.96 0.29  -0.183
C -2.97 1.48 -0.62  -0.314
C -2.72 1.85 -1.95  -0.035
C -3.75 2.34 -2.72  -0.077
C -5.03 2.50 -2.20  -0.100
C -5.28 2.21 -0.87  -0.097
C -4.24 1.72 -0.09  -0.484
S -4.23 1.38 1.61  0.998
H -1.72 1.76 -2.35  0.078
H -3.55 2.60 -3.76  0.102
H -5.83 2.88 -2.83  0.098
H -6.26 2.37 -0.44  0.105
C -2.65 -4.24 0.03  -0.086
N -3.75 -3.30 0.03  -0.258
C -4.65 -3.51 1.16  -0.086
C -3.29 -1.91 -0.07  -0.177
C -2.74 -1.61 -1.45  -0.221
C -3.56 -2.05 -2.50  -0.042
C -3.24 -1.82 -3.82  -0.084
C -2.07 -1.13 -4.11  -0.092
C -1.26 -0.71 -3.07  -0.153
C -1.55 -0.91 -1.71  -0.165
H -3.04 -5.26 0.04  0.085
H -1.99 -4.12 0.90  0.075
H -2.06 -4.10 -0.87  0.079
H -5.07 -4.51 1.10  0.084
H -5.47 -2.79 1.11  0.089
H -4.16 -3.41 2.14  0.063
H -2.57 -1.66 0.71  0.070
H -4.17 -1.27 0.09  0.117
H -4.46 -2.59 -2.24  0.113
H -3.89 -2.17 -4.61  0.099
H -1.79 -0.92 -5.13  0.099
H -0.38 -0.15 -3.36  0.069

The energy above the lowest of the compared OMol25 structures with the same formula, charge and spin comes out at 0.9156 eV. The calculation puts the frontier orbital gap (alpha / beta) at 6.2 / 5.9 eV. The calculation puts the LUMO energy (alpha / beta) at -0.52 / -0.89 eV. Its expectation value of S² is 2.03. Its HOMO energy (alpha / beta) is -6.767 / -6.807 eV. The value obtained for the maximum force is 0.38 eV Å⁻¹. Its spin multiplicity is 3.


Please write out number 2 again, unchanged.
Computed, not measured: a molecular structure, C6H15ClCrINO2P in a non-equilibrium geometry, with ωB97M-V/def2-TZVPD.

Each line ends with the Löwdin charge.
Cartesian coordinates (Å):
C -0.16 1.10 2.31  -0.012
C -1.23 0.90 1.22  -0.288
H -0.38 2.01 2.89  0.131
H 0.90 1.20 2.03  0.076
H -0.19 0.27 3.03  0.086
O -2.18 1.58 1.28  0.226
I -2.63 -2.11 -1.44  1.049
Cr 0.16 -1.23 0.67  0.234
P 0.80 0.12 -1.14  0.761
C -0.20 0.87 -2.44  -0.204
C 1.77 1.51 -0.50  -0.200
H 2.36 -1.63 -1.18  0.018
H 2.66 -0.48 -2.50  0.083
H 1.35 -1.66 -2.61  0.082
C 1.90 -1.01 -1.94  -0.213
H 2.44 1.16 0.31  0.068
H 2.39 1.92 -1.32  0.090
H 0.46 1.41 -3.13  0.096
H -0.94 1.57 -2.02  0.073
H 1.13 2.32 -0.10  0.076
H -0.75 0.08 -3.00  0.059
C -1.90 -0.31 -0.42  -0.813
O -2.79 0.45 -0.54  -0.063
Cl 1.72 -2.30 1.46  0.277
N -1.44 -1.84 2.08  0.033
H -1.40 -1.43 3.04  0.099
H -1.44 -2.86 2.25  0.110
H -2.38 -1.61 1.72  0.064

The calculation puts the frontier orbital gap (alpha / beta) at 6.6 / 6.9 eV. The calculation puts the LUMO energy (alpha / beta) at -10.21 / -9.75 eV. Its expectation value of S² is 3.98. Its HOMO energy (alpha / beta) is -16.807 / -16.697 eV. The charge is +2. The value obtained for the maximum force is 3.77 eV Å⁻¹. Its spin multiplicity is 4.


Question: The highest maximum force belongs to which entry?
Answer: C6H9Cl


Question: Among the records above, which one has the lowest maximum force?
Answer: C43H38FMoN7O3S3


Question: Among the records above, which one has the highest maximum force?
Answer: C6H9Cl